{
  "formula": "C20H12BrCoN4O6",
  "method": "ωB97M-V/def2-TZVPD",
  "symbols": ["Co", "O", "C", "O", "C", "C", "C", "C", "C", "N", "C", "O", "O", "H", "H", "H", "Br", "C", "C", "C", "C", "C", "N", "C", "O", "O", "H", "H", "H", "N", "C", "N", "C", "C", "C", "C", "C", "C", "H", "H", "H", "H", "H", "H"],
  "xyz": [[0.656663, -0.380646, 0.765314], [-1.669111, 2.391303, 3.044977], [-0.870683, 1.510043, 3.020771], [-0.575647, 1.077342, 0.975316], [0.010601, 0.603024, 3.435339], [0.336783, 0.570736, 4.873206], [1.208725, -0.322391, 5.355264], [1.859482, -1.284448, 4.480674], [1.560090, -1.225841, 3.166767], [0.686434, -0.338526, 2.602792], [2.160599, -2.150783, 2.101265], [2.805858, -3.142584, 2.401305], [1.850236, -1.767757, 0.907539], [-0.141796, 1.294081, 5.521751], [1.434778, -0.318174, 6.415784], [2.549518, -2.031701, 4.841033], [-0.859813, -4.776177, -0.031862], [0.315577, -4.112925, -1.356245], [0.532297, -4.875990, -2.504404], [1.182318, -4.232259, -3.543606], [1.434756, -2.874065, -3.478639], [1.149686, -2.213200, -2.288467], [0.751819, -2.895697, -1.220475], [1.022023, -0.686715, -2.251615], [1.319943, -0.095232, -3.284064], [0.530335, -0.145606, -1.201680], [0.156180, -5.883307, -2.602611], [1.435779, -4.785969, -4.440576], [1.781820, -2.320822, -4.338484], [-2.662335, 1.334777, -1.752942], [-2.165657, 0.668994, -0.688910], [-1.344015, 1.449771, -0.026349], [-1.258617, 2.672400, -0.674641], [-0.514264, 3.803324, -0.369916], [-0.658951, 4.872052, -1.227739], [-1.520002, 4.814023, -2.338826], [-2.261863, 3.687889, -2.631258], [-2.108700, 2.604552, -1.770927], [-3.319362, 0.956227, -2.409396], [-2.320901, -0.367478, -0.446811], [0.132618, 3.813375, 0.495173], [-0.097314, 5.779014, -1.049749], [-1.597581, 5.678907, -2.984366], [-2.918299, 3.646451, -3.489714]],
  "forces_ev_per_angstrom": [[-0.303, 0.303, -0.221], [-0.103, 0.104, -0.132], [0.065, -0.039, 0.766], [-0.011, 0.136, -0.447], [0.205, -0.181, -0.088], [-0.215, 0.191, -0.139], [0.206, -0.241, -0.038], [-0.083, 0.062, 0.175], [-0.038, -0.062, -0.291], [0.015, 0.044, 0.082], [-0.437, 0.269, 0.593], [0.149, 0.120, -0.117], [0.870, -0.521, -0.149], [-0.014, 0.009, -0.019], [0.003, -0.010, -0.001], [0.002, -0.002, -0.004], [0.025, -0.243, 0.492], [0.613, -0.105, -0.872], [-0.022, 0.181, 0.219], [0.069, -0.310, -0.210], [0.087, 0.254, 0.096], [0.029, -0.301, -0.002], [-1.712, 0.490, 0.033], [0.551, 0.072, 0.050], [-0.103, 0.036, -0.043], [0.082, -0.228, 0.276], [0.090, -0.057, 0.087], [-0.115, 0.018, -0.034], [0.046, 0.068, 0.053], [-0.014, 0.024, 0.141], [0.168, 0.030, -0.082], [-0.012, -0.129, -0.254], [-0.036, 0.082, 0.161], [-0.013, -0.035, -0.029], [-0.013, 0.003, -0.024], [0.009, -0.002, 0.018], [0.024, -0.008, 0.040], [-0.055, 0.023, -0.075], [0.042, -0.037, -0.032], [-0.056, -0.005, 0.020], [0.011, 0.001, 0.002], [0.001, -0.001, 0.012], [-0.007, -0.006, -0.007], [0.002, 0.001, -0.007]],
  "mulliken_spin": [1.011, 0.014, 0.047, 0.009, -0.037, 0.044, -0.034, 0.060, -0.058, -0.037, 0.009, -0.006, -0.006, 0.003, -0.003, 0.005, 0.000, -0.002, 0.000, 0.000, 0.000, 0.001, 0.005, -0.004, 0.005, -0.017, 0.000, 0.000, 0.000, -0.001, -0.005, -0.003, -0.001, 0.000, 0.000, 0.000, 0.000, 0.000, 0.000, 0.001, 0.000, 0.000, 0.000, 0.000],
  "homo_lumo_gap_ha": [0.16791, 0.17238],
  "charge": -1,
  "s_squared": 0.801,
  "e_above_lowest_kcal_mol": 7.4,
  "spin_multiplicity": 2,
  "homo_ev": [-2.394, -2.515],
  "lumo_energy_ev": [2.175, 2.175]
}



{
  "formula": "C20H12Cl6NO5",
  "method": "ωB97M-V/def2-TZVPD",
  "symbols": ["Cl", "C", "Cl", "C", "O", "C", "Cl", "C", "Cl", "C", "Cl", "C", "Cl", "C", "C", "C", "O", "C", "O", "C", "C", "C", "C", "C", "C", "C", "N", "C", "C", "C", "O", "O", "H", "H", "H", "H", "H", "H", "H", "H", "H", "H", "H", "H"],
  "xyz": [[0.016215, 0.201327, -0.505905], [-1.847001, 0.389120, 2.415350], [-3.003962, 0.522875, 1.212455], [-1.411437, -0.957061, 2.806873], [-1.473048, -1.965347, 2.084881], [-0.973364, -0.936704, 4.215436], [-1.144331, -2.421791, 5.015609], [-0.658300, 0.267994, 4.838341], [-0.447211, 0.282438, 6.541101], [-0.540347, 1.476966, 4.063059], [-0.084572, 2.942569, 4.845930], [-1.062713, 1.479097, 2.748580], [-0.917139, 2.890377, 1.772800], [2.590639, 1.745420, 0.405929], [3.008323, 1.591843, -1.047397], [4.359781, 2.260208, -1.241634], [3.181139, 0.211541, -1.434469], [2.115364, -0.552096, -1.709183], [2.182477, -1.765515, -1.693675], [0.815689, 0.180701, -2.021242], [-0.017223, -0.547540, -3.060938], [-1.128222, -1.333426, -2.399538], [-2.416258, -0.779787, -2.338392], [-3.375709, -1.331949, -1.501260], [-3.037806, -2.422213, -0.680301], [-3.978548, -2.920509, 0.285588], [-4.756753, -3.342331, 1.051932], [-1.775276, -3.027041, -0.796040], [-0.815290, -2.471494, -1.628222], [0.953790, 1.677479, -2.310519], [0.044963, 2.301211, -2.806331], [2.118145, 2.245105, -1.973581], [1.614736, 1.262343, 0.563402], [3.365818, 1.263471, 1.028829], [2.515250, 2.825230, 0.627781], [4.679236, 2.163746, -2.288941], [4.293919, 3.317036, -0.989719], [5.109195, 1.796546, -0.600269], [-0.443275, 0.212911, -3.705044], [0.658475, -1.215422, -3.577836], [-2.616293, 0.129690, -2.917232], [-4.377242, -0.883571, -1.453165], [-1.528368, -3.901111, -0.181512], [0.206534, -2.862325, -1.661548]],
  "forces_ev_per_angstrom": [[-1.465, 0.049, 2.311], [1.768, -1.012, -0.666], [-0.942, 0.037, -1.448], [0.069, 0.571, 0.597], [-0.431, 0.445, 0.451], [-0.523, 1.212, -1.113], [0.230, -0.653, 0.606], [0.076, 0.299, -1.430], [0.259, 0.160, 0.329], [-0.138, -1.233, 0.444], [0.346, 0.240, -0.011], [-0.340, -0.099, 2.276], [-0.289, 0.143, -0.073], [-0.381, -0.184, -0.038], [0.691, 0.276, -0.200], [0.108, -0.204, -0.683], [0.128, 0.213, 0.363], [0.003, -1.397, -0.067], [0.319, 1.728, -0.269], [1.004, 0.381, -0.461], [-0.586, -0.506, -0.080], [-0.316, -0.272, 0.381], [0.527, -0.241, -0.277], [-0.170, -0.069, 0.218], [0.227, 0.092, -0.577], [-1.674, -0.937, 1.533], [1.610, 0.901, -1.688], [0.005, -0.035, 0.244], [-0.321, 0.164, -0.639], [-0.923, 0.113, -0.690], [1.218, -0.351, 0.302], [0.074, 0.212, 0.382], [0.765, 0.490, 0.363], [-0.430, 0.309, -0.213], [0.052, -0.564, 0.008], [-0.084, 0.027, 0.289], [-0.112, -0.029, -0.004], [-0.127, -0.060, -0.017], [0.008, -0.082, -0.304], [0.015, -0.084, -0.443], [-0.069, -0.386, 0.264], [0.515, -0.260, 0.135], [-0.166, 0.528, -0.173], [-0.530, 0.068, 0.069]],
  "lowdin_charge": [0.997, -0.697, 0.746, -0.522, -0.048, -0.666, 0.682, -0.734, 0.635, -0.746, 0.596, -0.754, 0.648, 0.001, -0.516, 0.009, 0.104, -0.449, 0.127, -0.581, -0.101, -0.271, -0.053, -0.065, -0.252, -0.194, 0.149, -0.021, -0.048, -0.465, 0.134, 0.103, 0.010, 0.113, 0.110, 0.100, 0.096, 0.096, 0.116, 0.128, 0.122, 0.120, 0.129, 0.110],
  "homo_lumo_gap_ha": 0.23218,
  "charge": -1,
  "e_above_lowest_kcal_mol": 6.6,
  "homo_ev": -3.923,
  "lumo_energy_ev": 2.395
}